# C48H108N6O20P2S9

A cluster of 11 separate species, C48H108N6O20P2S9 in total at a distorted geometry (ωB97M-V with the def2-TZVPD basis set, the Open Molecules 2025 dataset).

E_HOMO: -8.3 eV
F_max: 0.068 hartree/bohr
Electronic energy: -7993.40564 a.u.
HOMO-LUMO gap: 8.45 eV
LUMO: 0.137 eV
SMILES: CN(C)P(=O)(N(C)C)N(C)C.CN(C)P(=O)(N(C)C)N(C)C.O=S1(=O)CCCC1.O=S1(=O)CCCC1.O=S1(=O)CCCC1.O=S1(=O)CCCC1.O=S1(=O)CCCC1.O=S1(=O)CCCC1.O=S1(=O)CCCC1.O=S1(=O)CCCC1.O=S1(=O)CCCC1

Geometry (Å):
S: -23.861 10.780 3.704
S: -31.135 11.535 3.795
S: -27.436 8.875 4.875
S: -25.238 15.293 2.406
S: -21.272 17.067 7.421
S: -18.412 8.608 4.893
S: -24.020 13.297 7.895
S: -19.221 14.059 3.342
S: -21.911 10.709 12.959
P: -21.154 7.304 8.454
P: -22.699 16.372 12.809
O: -18.733 12.877 2.624
O: -27.829 10.118 5.545
O: -25.650 13.952 2.022
O: -23.583 13.390 9.284
O: -21.901 12.011 13.559
O: -20.447 14.731 2.982
O: -23.574 12.084 4.283
O: -24.398 9.686 4.483
O: -22.693 17.843 12.790
O: -20.012 17.225 8.161
O: -21.430 15.995 6.478
O: -25.271 16.340 1.382
O: -19.341 9.038 3.853
O: -31.187 10.495 4.778
O: -24.936 14.382 7.413
O: -27.113 8.943 3.467
O: -20.905 8.788 8.457
O: -18.364 7.213 5.259
O: -32.301 12.384 3.579
O: -22.660 9.644 13.539
N: -19.582 6.527 8.613
N: -22.216 6.703 9.653
N: -24.116 15.755 12.163
N: -21.883 6.765 7.099
N: -21.440 15.855 11.866
N: -22.738 15.563 14.247
C: -17.764 14.447 5.567
C: -17.391 10.312 6.768
C: -19.139 13.845 5.169
C: -21.676 18.615 6.598
C: -26.258 7.940 5.910
C: -23.840 15.672 15.121
C: -22.593 13.135 6.928
C: -17.803 15.227 3.209
C: -23.766 15.264 3.334
C: -22.339 10.226 2.974
C: -24.756 11.123 2.186
C: -28.841 7.726 5.206
C: -30.457 10.894 2.245
C: -24.812 16.546 11.160
C: -21.547 14.892 14.795
C: -19.340 5.209 8.092
C: -22.454 10.718 1.536
C: -18.713 9.708 6.333
C: -21.418 14.534 11.220
C: -22.666 19.395 7.541
C: -23.542 7.273 9.574
C: -23.645 11.682 1.288
C: -16.735 9.239 4.612
C: -20.925 11.322 10.494
C: -29.769 12.564 4.223
C: -24.728 11.737 7.467
C: -24.204 15.618 4.785
C: -16.535 10.527 5.441
C: -28.698 12.293 3.125
C: -27.091 6.893 6.599
C: -23.512 10.814 7.287
C: -22.234 11.625 7.011
C: -22.637 17.071 8.587
C: -22.246 11.028 11.289
C: -23.539 18.263 8.160
C: -29.449 11.920 1.752
C: -20.187 10.356 12.604
C: -21.965 7.637 5.924
C: -21.779 6.695 11.011
C: -20.189 16.589 11.838
C: -24.554 14.411 12.392
C: -22.548 5.461 6.912
C: -19.767 11.400 11.566
C: -28.577 7.277 6.647
C: -25.496 16.452 4.831
C: -26.358 15.717 3.772
C: -17.564 15.734 4.627
C: -18.454 7.098 9.359
H: -27.215 16.300 3.403
H: -25.861 16.579 11.467
H: -28.781 6.955 4.470
H: -20.313 17.686 11.918
H: -22.281 9.122 3.075
H: -23.926 13.922 13.146
H: -19.647 10.413 13.560
H: -22.712 10.155 10.837
H: -16.165 8.490 5.152
H: -19.337 9.221 7.088
H: -21.829 11.363 6.040
H: -18.774 11.109 11.263
H: -18.040 16.003 2.517
H: -25.278 11.968 6.592
H: -17.556 11.237 7.215
H: -16.891 11.434 4.884
H: -30.007 13.628 4.300
H: -17.987 6.339 9.962
H: -16.918 9.606 7.422
H: -21.179 7.322 5.259
H: -21.663 8.701 6.181
H: -16.993 14.600 2.898
H: -23.981 18.695 9.046
H: -22.181 18.278 5.687
H: -25.212 10.162 1.973
H: -24.734 16.132 14.485
H: -23.404 12.713 1.418
H: -16.613 16.212 4.873
H: -18.652 8.008 9.976
H: -22.077 19.820 8.334
H: -25.565 11.864 2.361
H: -29.719 8.402 5.054
H: -25.836 8.742 6.574
H: -23.122 16.064 2.934
H: -29.139 6.415 6.966
H: -17.635 14.665 6.646
H: -20.722 10.381 9.913
H: -29.435 12.333 5.257
H: -28.800 8.081 7.398
H: -22.726 9.847 0.893
H: -23.233 14.296 3.207
H: -21.560 7.690 11.384
H: -28.043 11.457 3.428
H: -20.194 9.282 12.252
H: -28.784 11.432 1.052
H: -15.478 10.595 5.708
H: -24.447 17.542 11.067
H: -19.709 12.452 11.891
H: -20.720 19.148 6.369
H: -26.645 6.793 7.594
H: -26.737 14.758 4.142
H: -25.523 7.442 5.288
H: -23.380 16.186 5.243
H: -23.658 16.360 15.915
H: -24.737 16.070 10.183
H: -18.314 5.225 7.728
H: -22.439 14.178 11.170
H: -25.580 14.339 12.661
H: -22.952 7.539 5.516
H: -21.054 15.531 15.564
H: -21.841 13.906 15.215
H: -24.142 14.706 15.514
H: -19.981 4.961 7.271
H: -22.851 11.917 11.234
H: -23.167 16.159 8.749
H: -22.601 6.274 11.621
H: -19.179 12.737 5.232
H: -20.847 14.684 13.968
H: -23.926 11.591 0.256
H: -29.882 10.044 2.574
H: -24.310 17.845 7.523
H: -21.432 11.053 1.224
H: -19.641 16.496 10.883
H: -23.975 7.250 8.586
H: -21.002 14.589 10.224
H: -17.635 7.451 8.628
H: -28.000 13.119 2.913
H: -24.161 6.695 10.354
H: -21.082 12.204 9.827
H: -21.914 13.888 7.369
H: -22.295 4.759 7.673
H: -19.306 10.560 5.917
H: -22.754 13.380 5.867
H: -21.452 11.393 7.728
H: -18.324 16.482 4.886
H: -24.457 14.675 5.329
H: -20.934 6.057 11.205
H: -23.664 5.398 6.972
H: -17.041 13.634 5.307
H: -16.626 9.212 3.516
H: -19.380 4.457 8.860
H: -22.109 17.340 9.505
H: -24.475 13.811 11.437
H: -25.396 17.547 4.631
H: -23.481 8.299 9.857
H: -20.028 14.328 5.597
H: -31.179 10.617 1.523
H: -20.839 13.881 11.836
H: -29.900 12.765 1.290
H: -26.890 5.931 6.115
H: -23.799 10.228 6.407
H: -22.271 5.013 5.920
H: -19.384 16.220 12.559
H: -25.976 16.319 5.829
H: -25.329 11.438 8.351
H: -21.544 10.483 3.659
H: -23.194 20.165 7.012
H: -23.403 10.164 8.159